1.
The following is a quantum chemistry calculation of a 3-piece molecular cluster, C34H54ClF16N2O10P2 overall, from the Open Molecules 2025 dataset.

Geometry as XYZ:
```
119
Properties=species:S:1:pos:R:3:forces:R:3:lowdin_charge:R:1
C -0.486518 -3.941672 1.645844 -0.857 0.801 0.450 -0.089
C -0.576714 -2.387258 1.827575 0.588 -0.641 -0.102 -0.205
C 0.501148 -1.642630 0.989324 0.366 -0.655 1.687 -0.227
O 0.115682 -0.363701 0.512361 -0.774 -0.677 -0.128 -0.161
C -0.430351 -0.242003 -0.792592 0.245 1.608 0.275 -0.450
P -0.974124 -1.829783 -1.608003 0.255 -1.739 -0.607 0.815
O -0.064148 -2.315219 -2.673033 0.318 0.585 -0.206 -0.397
C 0.728434 0.451540 -1.664229 -0.356 -0.617 -0.642 -0.173
C 2.074631 0.529442 -0.885636 0.001 -0.579 -1.468 -0.129
C 3.257799 0.959176 -1.814665 0.115 1.217 1.435 -0.145
C 4.223391 1.818007 -0.930302 -0.255 -0.521 -1.461 -0.205
C 5.598449 2.033618 -1.581075 0.398 0.663 0.980 -0.181
C 6.473082 2.882562 -0.593606 -1.111 -0.798 0.181 -0.146
C 7.190036 2.031637 0.486277 0.096 0.564 -0.552 -0.149
O 6.653687 0.700116 0.627886 -0.472 0.721 -0.234 -0.037
C 6.418573 0.353794 1.924538 -1.279 1.128 -0.165 -0.549
C 5.260928 0.940153 2.712146 -0.230 0.470 -0.531 0.027
O 7.102230 -0.443183 2.433238 1.823 -2.405 1.237 0.167
C 0.333304 1.806732 -2.318145 2.330 0.255 0.513 -0.236
C 0.710178 2.975824 -1.382019 -0.248 0.424 0.226 0.010
N -1.027562 1.840914 -2.899072 -1.835 -0.160 0.338 -0.096
C -1.367697 0.720279 -3.846886 0.201 -0.631 -0.638 -0.043
C -0.252897 0.090872 -4.689994 -1.286 -2.011 0.261 -0.222
O 0.657489 0.633040 -5.192154 1.821 1.909 -0.598 0.115
C -1.362389 3.123907 -3.612812 0.612 1.008 -1.168 -0.078
C -0.677621 3.338757 -4.953704 -0.372 1.182 -0.259 -0.151
O 0.696672 3.685794 -4.782874 -0.298 -1.286 0.370 -0.020
C 1.269365 4.040692 -5.991839 2.989 -2.808 1.428 -0.524
O 0.863341 4.904618 -6.628204 -2.294 3.534 -2.439 0.202
C 2.473817 3.214897 -6.424772 -0.371 -0.411 0.904 -0.117
C 2.042015 2.280144 -7.604890 0.450 0.499 0.710 -0.058
C -2.047412 1.679538 -1.765019 -1.906 0.532 1.746 -0.340
N -2.448810 2.976777 -1.226275 0.562 -0.162 -0.328 0.063
C -1.592858 0.807621 -0.569976 0.261 0.018 -1.221 -0.349
P -2.971848 0.141199 0.550489 -0.073 -0.410 1.826 0.688
O -3.412766 -1.371779 0.087761 0.273 0.952 -0.888 -0.379
Cl -4.724582 1.241238 0.127608 0.601 -0.289 -0.510 0.294
H -0.245456 -4.395732 2.608702 0.268 -0.086 -0.244 0.066
H 0.247338 -4.232394 0.891619 -0.164 -0.128 0.064 0.072
H -1.492895 -4.304304 1.411495 0.319 -0.240 -0.315 0.071
H -1.583602 -2.002307 1.651720 0.146 -0.135 -0.198 0.058
H -0.370289 -2.215601 2.887916 -0.093 0.398 -0.187 0.099
H 1.293014 -1.451014 1.717473 0.162 0.297 -0.305 0.116
H 0.995672 -2.309646 0.264470 -0.473 0.390 -0.418 0.119
H -2.273063 -1.661109 -2.179283 0.156 0.372 0.523 0.027
H -1.160256 -2.883222 -0.679079 -0.283 0.753 0.222 0.045
H 1.024612 -0.198794 -2.502023 -0.559 -0.166 0.197 0.120
H 2.027380 1.129563 0.019522 -0.034 -0.069 -0.061 0.112
H 2.299083 -0.512592 -0.638890 -0.087 0.239 0.468 0.124
H 2.934100 1.624725 -2.623077 0.073 -0.438 -0.196 0.099
H 3.811008 0.101534 -2.200294 -0.295 0.013 -0.163 0.124
H 3.764176 2.808931 -0.812267 0.025 -0.185 0.313 0.108
H 4.285400 1.322147 0.037149 0.322 0.203 0.016 0.085
H 6.079683 1.081586 -1.820146 -0.051 0.104 -0.020 0.115
H 5.508971 2.631808 -2.494180 -0.198 -0.289 -0.035 0.112
H 7.145204 3.549863 -1.135339 0.229 -0.258 0.205 0.110
H 5.747779 3.516633 -0.065397 0.248 0.161 -0.164 0.102
H 7.098028 2.538303 1.452264 0.328 0.014 -0.144 0.119
H 8.243000 1.925596 0.210383 -0.079 -0.082 0.279 0.130
H 4.339319 0.912516 2.124660 0.120 0.331 0.070 0.075
H 5.492403 1.954218 3.055126 -0.169 0.000 -0.328 0.098
H 5.090192 0.359555 3.609785 0.268 -0.042 -0.027 0.060
H 1.018259 1.909562 -3.163539 -0.443 0.010 -0.098 0.121
H 1.764294 3.200002 -1.556392 -0.139 -0.049 -0.076 0.083
H 0.170107 3.913862 -1.517105 -0.032 -0.231 -0.190 0.085
H 0.646286 2.736704 -0.317324 -0.239 -0.122 -0.179 0.093
H -1.902035 -0.099811 -3.366642 0.386 0.237 0.431 0.086
H -2.123089 1.090865 -4.551040 0.230 0.122 0.041 0.153
H -0.351140 -0.996640 -4.893763 -0.599 0.159 0.428 0.140
H -2.438416 3.169996 -3.797353 0.076 -0.401 0.136 0.147
H -1.119234 4.024522 -3.054703 0.056 -0.524 0.546 0.131
H -0.835637 2.559889 -5.707278 0.310 -0.173 0.287 0.130
H -1.151849 4.239990 -5.373381 -0.235 -0.254 0.121 0.145
H 3.281492 3.891511 -6.705077 -0.194 0.025 -0.110 0.119
H 2.809046 2.651364 -5.548582 0.045 -0.125 -0.269 0.100
H 0.963413 2.372535 -7.740826 0.142 -0.196 -0.328 0.073
H 2.298146 1.246907 -7.371888 -0.091 0.087 -0.124 0.068
H 2.577459 2.599625 -8.497888 -0.308 -0.157 -0.101 0.079
H -2.995749 1.276128 -2.148772 0.671 -0.390 -0.795 0.127
H -3.316666 3.278615 -1.651731 0.051 0.105 0.136 0.087
H -2.608817 2.934700 -0.229263 0.151 0.080 -0.041 0.062
H -1.107977 1.517070 0.117651 -0.127 -0.214 0.040 0.109
H -3.801243 -1.417798 -0.801936 -0.148 -0.218 0.232 0.047
C -10.000260 -1.357605 2.085359 -0.703 0.351 0.208 -0.043
C -9.756578 -2.182126 0.811871 0.170 0.647 -0.073 -0.442
C -9.233975 -3.600975 1.022178 0.106 -0.586 -0.223 -0.294
F -8.028757 -3.598315 1.635527 -0.249 -0.151 -0.251 0.086
F -9.071414 -4.208311 -0.178943 -0.084 0.161 0.020 0.096
F -8.940622 -1.490953 -0.018968 0.031 -0.177 0.006 0.125
F -10.954930 -2.286662 0.174047 -0.047 -0.278 0.181 0.112
O -8.975760 -0.446646 2.448799 0.622 -0.533 -0.179 0.049
C -7.915954 -0.921449 3.197063 -1.041 0.013 0.333 -0.532
C -6.596712 -0.806316 2.436663 0.558 0.075 -0.245 -0.301
F -6.631366 -1.519511 1.288982 0.019 0.187 0.119 0.075
F -5.578210 -1.296605 3.183733 -0.147 0.040 0.118 0.093
F -8.149412 -2.180244 3.616123 0.364 0.239 0.212 0.143
F -7.841421 -0.148974 4.302366 0.315 0.017 -0.103 0.153
H -10.858812 -0.722600 1.870341 0.083 0.034 -0.171 0.151
H -10.309906 -1.979307 2.925689 0.201 -0.165 -0.091 0.148
H -9.935219 -4.195802 1.613763 -0.028 0.093 0.028 0.177
H -6.381830 0.234677 2.189312 -0.145 0.038 0.113 0.131
C 3.202442 -3.957455 6.461362 0.232 -0.707 0.356 -0.040
C 2.622147 -2.746653 7.209154 0.726 0.090 -0.102 -0.444
C 1.256027 -2.258493 6.731501 -0.504 0.348 0.141 -0.293
F 1.298143 -1.847042 5.439602 -0.168 0.027 0.359 0.073
F 0.864402 -1.198064 7.474908 0.128 -0.093 0.034 0.101
F 3.521578 -1.738353 7.192972 -0.194 0.044 -0.041 0.135
F 2.481101 -3.116454 8.511260 -0.340 -0.130 -0.086 0.114
O 4.156776 -3.673964 5.450289 -0.499 0.638 -0.278 0.058
C 3.697265 -3.360802 4.190224 -0.036 -0.922 0.494 -0.527
C 4.088477 -1.941415 3.787311 0.362 0.423 -0.052 -0.276
F 3.567706 -1.035429 4.642326 0.020 -0.147 -0.114 0.091
F 3.599244 -1.655703 2.550265 -0.084 -0.224 -0.052 0.082
F 2.362180 -3.563067 4.097065 0.230 0.038 -0.466 0.124
F 4.280397 -4.224043 3.332950 0.016 0.254 -0.186 0.157
H 3.760681 -4.528242 7.202215 0.073 0.177 0.063 0.153
H 2.423718 -4.634498 6.108825 -0.113 0.224 -0.074 0.147
H 0.500483 -3.042765 6.831350 0.085 -0.062 -0.018 0.175
H 5.174975 -1.825351 3.773761 0.010 -0.179 -0.039 0.168
```
Forces are in eV/Å.

Output
Gap between HOMO and LUMO = 9.491 eV
Net charge = +1


2.
The following is a quantum chemistry calculation of a 3-piece molecular cluster, C34H54F16N2O2P overall, from the Open Molecules 2025 dataset.

Geometry as XYZ:
```
109
Properties=species:S:1:pos:R:3:forces:R:3:lowdin_charge:R:1
C 4.078472 1.267077 1.760665 0.724 -0.433 0.416 -0.104
C 4.982975 0.722596 0.650479 -0.055 0.992 -0.274 -0.255
C 4.274187 0.374897 -0.670972 0.240 -0.835 0.350 -0.200
C 2.950528 -0.412639 -0.547510 0.238 -0.140 -0.770 -0.200
C 3.042090 -1.917358 -0.935516 -1.347 0.609 0.310 -0.198
C 1.836669 -2.282186 -1.822418 0.664 -0.691 -0.195 -0.228
C 1.632086 -3.810880 -1.961751 -0.462 1.079 -0.574 -0.199
C 0.160311 -4.166842 -2.278989 0.550 -1.103 0.593 -0.206
C -0.577206 -4.870436 -1.104492 -0.297 0.738 -0.859 -0.213
C -1.530772 -5.929439 -1.672228 0.388 -0.154 1.230 -0.217
C -2.456581 -6.546327 -0.584473 -0.212 0.374 -1.444 -0.188
C -3.910933 -6.001893 -0.680612 0.555 0.104 0.959 -0.193
C -4.308314 -5.165777 0.569088 -0.312 -1.280 -0.319 -0.195
C -5.816039 -5.273953 0.839460 -0.274 1.011 -0.194 -0.216
C -6.642734 -4.128005 0.224592 -0.508 -0.784 0.265 -0.217
C -8.121788 -4.350031 0.589518 0.254 0.395 -0.414 -0.209
C -9.042015 -3.288587 -0.032175 0.019 0.037 0.958 -0.170
C -9.271519 -2.086560 0.936425 0.527 0.269 -0.998 -0.113
C -9.714320 -0.910101 0.103213 0.193 -1.598 1.461 -0.214
N -8.795234 -0.019398 -0.245326 -0.411 -0.004 -0.136 0.175
C -9.116582 1.043568 -1.008170 2.341 0.010 0.391 0.008
C -10.356664 1.227706 -1.451425 -1.427 1.477 -1.124 -0.229
C -10.659209 2.430642 -2.322101 0.170 -0.778 0.264 -0.002
C -11.340980 0.319494 -1.090294 -0.168 0.045 -0.189 0.016
C -11.019345 -0.764603 -0.317018 -1.286 0.316 0.346 -0.239
P -12.404135 -1.921487 0.038524 -0.099 -2.077 -0.924 0.758
N -12.511979 -3.065423 -1.033506 0.211 0.369 0.502 -0.291
H 3.375978 0.506810 2.103980 -0.225 0.225 -0.093 0.062
H 4.717205 1.466438 2.629191 -0.124 0.130 -0.010 0.046
H 3.582161 2.205220 1.510074 -0.154 -0.174 -0.155 0.079
H 5.602679 -0.092400 1.030717 -0.293 -0.195 -0.035 0.102
H 5.694153 1.525983 0.413931 0.078 -0.150 0.004 0.088
H 4.153755 1.255895 -1.304069 -0.161 0.150 0.290 0.103
H 4.962194 -0.271960 -1.226650 0.014 0.182 -0.093 0.099
H 2.482961 -0.349709 0.435416 0.149 0.198 0.003 0.092
H 2.241790 0.047045 -1.243788 -0.024 0.008 0.089 0.098
H 2.902625 -2.507693 -0.025329 0.578 -0.140 -0.037 0.105
H 3.978266 -2.159162 -1.438252 0.018 -0.102 0.150 0.109
H 0.921903 -1.814333 -1.447531 0.092 0.007 0.159 0.105
H 2.021454 -1.888979 -2.828737 -0.236 0.205 0.088 0.115
H 2.240204 -4.131205 -2.811141 0.182 -0.192 0.268 0.107
H 1.987480 -4.311445 -1.059528 -0.092 -0.120 -0.059 0.099
H 0.177097 -4.892254 -3.098605 -0.135 0.169 -0.097 0.099
H -0.420987 -3.303085 -2.607919 0.154 0.032 -0.070 0.106
H 0.132654 -5.301105 -0.396199 -0.051 -0.106 -0.058 0.107
H -1.150024 -4.098875 -0.573896 -0.003 -0.209 0.216 0.108
H -0.916480 -6.735529 -2.082334 -0.032 0.168 -0.278 0.110
H -2.105980 -5.465244 -2.475457 -0.057 -0.230 -0.063 0.103
H -2.018612 -6.378160 0.400250 -0.097 -0.046 0.026 0.101
H -2.483240 -7.621574 -0.773046 -0.023 0.010 0.271 0.102
H -4.033141 -5.409412 -1.589195 -0.085 -0.134 -0.043 0.101
H -4.572392 -6.868749 -0.728418 -0.146 0.162 -0.116 0.100
H -3.782264 -5.635851 1.402920 0.019 0.285 0.100 0.103
H -3.968493 -4.132804 0.470487 -0.051 0.004 0.131 0.108
H -6.233558 -6.189940 0.414099 0.261 -0.141 0.073 0.107
H -6.059945 -5.310784 1.906496 0.260 0.069 0.019 0.112
H -6.275724 -3.149504 0.555803 -0.013 -0.028 -0.010 0.107
H -6.597456 -4.181637 -0.868953 0.283 0.199 0.045 0.118
H -8.244925 -4.389357 1.676401 -0.061 0.005 -0.038 0.118
H -8.399567 -5.330862 0.197491 -0.066 0.016 0.086 0.119
H -10.020611 -3.713901 -0.240968 0.024 0.070 -0.399 0.087
H -8.589984 -2.897135 -0.947238 -0.170 -0.227 -0.137 0.120
H -8.324467 -1.816333 1.416121 -0.142 -0.158 0.202 0.123
H -10.021890 -2.326455 1.684701 0.133 0.019 0.142 0.106
H -7.847159 -0.163284 0.085812 -0.024 0.139 -0.063 0.191
H -8.301896 1.715015 -1.242603 -0.020 0.025 0.025 0.158
H -11.648980 2.803473 -2.067812 0.054 0.202 -0.246 0.094
H -10.618450 2.083582 -3.356338 -0.227 0.295 -0.066 0.103
H -9.897680 3.194110 -2.178922 -0.164 0.123 -0.047 0.089
H -12.359386 0.478677 -1.427720 -0.018 0.016 0.010 0.133
H -13.579027 -1.142350 0.034526 0.506 0.599 0.349 0.022
H -12.219835 -2.489561 1.317153 -0.033 0.870 0.253 0.023
H -12.413312 -3.955856 -0.552966 -0.058 -0.145 -0.419 -0.030
C 8.354127 2.260382 2.223338 -0.165 0.108 -0.620 -0.039
C 8.308047 1.205148 3.350162 0.717 0.224 -0.233 -0.434
C 7.443386 1.523604 4.573327 -0.312 -0.250 0.290 -0.306
F 7.869818 2.618627 5.227114 0.156 0.140 -0.138 0.102
F 7.504714 0.489741 5.445673 0.035 -0.088 -0.146 0.098
F 9.568237 0.903214 3.726972 -0.057 0.079 0.173 0.137
F 7.787274 0.069099 2.802519 -0.312 0.124 -0.010 0.101
O 9.476599 3.139521 2.186978 0.126 -0.101 0.811 0.047
C 9.499881 4.309442 2.912859 -0.732 -0.519 -0.748 -0.518
C 10.631010 4.329046 3.944371 0.422 0.111 0.180 -0.283
F 10.498704 3.320738 4.823536 -0.180 -0.071 -0.054 0.108
F 10.590795 5.491024 4.635395 -0.102 0.037 -0.137 0.102
F 8.298396 4.566725 3.458521 0.144 0.107 0.229 0.154
F 9.732058 5.310368 2.019115 0.456 -0.036 0.551 0.114
H 8.447754 1.697794 1.294672 0.106 -0.123 0.110 0.150
H 7.415204 2.804090 2.125726 -0.034 0.060 0.325 0.124
H 6.398435 1.666424 4.283954 0.028 0.009 -0.091 0.157
H 11.599988 4.237695 3.449074 -0.062 0.031 -0.106 0.178
C 5.179533 7.121758 -1.093949 -0.517 -0.214 0.361 -0.037
C 5.719677 8.184708 -2.073436 0.434 0.002 0.642 -0.440
C 6.089526 7.729365 -3.488655 -0.087 0.147 -0.460 -0.311
F 7.085285 6.826436 -3.488808 0.046 -0.140 0.259 0.101
F 6.518049 8.795915 -4.202103 -0.100 0.093 0.122 0.099
F 6.758153 8.827030 -1.500502 0.082 -0.070 -0.131 0.137
F 4.723346 9.105387 -2.220291 -0.156 -0.175 -0.200 0.102
O 6.080565 6.560881 -0.141518 0.564 0.113 -0.514 0.046
C 6.862310 5.463987 -0.445390 -0.919 0.272 -0.127 -0.518
C 8.356138 5.787803 -0.365886 0.314 0.164 -0.206 -0.288
F 8.686387 6.766545 -1.232612 -0.230 -0.014 -0.160 0.108
F 9.078250 4.690631 -0.691442 -0.215 -0.114 0.036 0.105
F 6.511293 4.929056 -1.629139 0.211 -0.029 -0.043 0.148
F 6.591700 4.520919 0.495549 0.198 -0.034 0.049 0.128
H 4.458654 7.655304 -0.475122 0.116 0.101 0.004 0.147
H 4.603605 6.350802 -1.605829 0.222 -0.050 -0.212 0.144
H 5.221639 7.301700 -3.998935 -0.047 -0.002 0.082 0.172
H 8.621403 6.109278 0.629819 -0.186 0.074 0.112 0.148
```
Forces are in eV/Å.

Output
Gap between HOMO and LUMO = 7.135 eV
Net charge = +1